No. 1
C30H60O30 | the ωB97M-V functional and the def2-TZVPD basis

Bonds (Å) are listed after each position.
Positions of all 120 atoms, in Å:
1 H -2.69 -0.09 -3.20  C87 1.090
2 H 3.04 -6.54 2.54  C52 1.090
3 O -1.29 9.27 -0.55  C13 1.373, C25 1.438
4 H -1.51 6.52 -3.46  C90 1.090
5 H -3.20 -3.18 1.96  C101 1.090
6 H 0.24 4.31 2.28  C82 1.090
7 H -8.56 2.94 -0.95  C80 1.090
8 H -2.00 -8.95 1.80  C9 1.090
9 C -2.43 -8.57 0.88  H8 1.090, H20 1.090, H78 1.090, O91 1.397
10 H 1.59 -7.31 3.39  C52 1.090
11 C -8.44 3.11 -9.60  H21 1.090, H53 1.090, H85 1.090, O117 1.467
12 O 6.93 1.28 4.29  C61 1.341, C104 1.421
13 C -1.51 8.59 -1.73  O3 1.373, O55 1.235, O94 1.300
14 O 8.75 0.79 3.17  C61 1.188
15 C -7.75 3.24 -7.34  O37 1.311, O105 1.242, O117 1.320
16 H -2.43 -4.17 3.23  C101 1.090
17 C -0.88 -4.41 -3.53  H40 1.090, O54 1.414, H92 1.090, H112 1.090
18 O -3.17 -5.42 -5.91  C51 1.390, C72 1.331
19 H 5.20 2.27 3.39  C104 1.090
20 H -1.77 -9.00 0.12  C9 1.090
21 H -8.11 3.29 -10.62  C11 1.090
22 O -0.51 4.76 6.46  C33 1.399, C48 1.295
23 O 10.38 -4.50 1.33  C34 1.272
24 H -0.97 11.13 0.30  C25 1.090
25 C -1.18 10.69 -0.68  O3 1.438, H24 1.090, H102 1.090, H115 1.090
26 H 3.23 -0.73 -1.56  C50 1.090
27 H 9.50 -1.33 6.35  C74 1.090
28 O 1.90 -5.31 3.69  C36 1.340, C52 1.396
29 H 6.85 3.06 3.44  C104 1.090
30 H -4.20 -6.18 -7.50  C51 1.090
31 H -0.73 4.33 8.49  C33 1.090
32 H 12.03 -6.33 0.51  C39 1.090
33 C -0.22 5.00 7.81  O22 1.399, H31 1.090, H62 1.090, H79 1.090
34 C 9.89 -4.83 0.21  O23 1.272, O60 1.368, O103 1.320
35 H -5.08 -4.99 -6.45  C51 1.090
36 C 2.40 -4.10 3.42  O28 1.340, O81 1.358, O89 1.215
37 O -6.69 3.03 -6.60  C15 1.311, C86 1.413
38 H -1.53 -3.38 1.90  C101 1.090
39 C 11.68 -6.32 -0.52  H32 1.090, H45 1.090, H47 1.090, O60 1.438
40 H -0.41 -5.05 -2.79  C17 1.090
41 H -6.77 3.88 -4.64  C86 1.090
42 O -0.81 -0.06 -2.58  C76 1.328, C87 1.423
43 H -2.55 -0.88 -1.69  C87 1.090
44 H -5.72 2.55 -4.80  C86 1.090
45 H 12.40 -5.76 -1.13  C39 1.090
46 H -7.34 2.21 -4.78  C86 1.090
47 H 11.68 -7.32 -0.95  C39 1.090
48 C 0.37 4.99 5.54  O22 1.295, O77 1.230, O120 1.389
49 H 1.61 -1.39 4.25  C93 1.090
50 C 2.36 -0.22 -1.15  H26 1.090, H63 1.090, O73 1.421, H107 1.090
51 C -4.13 -5.27 -6.90  O18 1.390, H30 1.090, H35 1.090, H66 1.090
52 C 2.01 -6.44 2.88  H2 1.090, H10 1.090, O28 1.396, H68 1.090
53 H -8.73 2.07 -9.51  C11 1.090
54 O -1.64 -5.05 -4.54  C17 1.414, C72 1.301
55 O -1.68 9.12 -2.83  C13 1.235
56 H 7.36 -2.94 -0.49  C96 1.090
57 O 8.40 0.07 5.36  C61 1.379, C74 1.435
58 H 9.36 -1.73 4.66  C74 1.090
59 H -4.12 2.66 2.60  C98 1.090
60 O 10.38 -5.73 -0.70  C34 1.368, C39 1.438
61 C 8.16 0.78 4.20  O12 1.341, O14 1.188, O57 1.379
62 H 0.85 4.88 7.99  C33 1.090
63 H 2.25 -0.48 -0.10  C50 1.090
64 H 3.41 -1.70 4.12  C93 1.090
65 O -7.77 2.27 0.85  C80 1.436, C113 1.364
66 H -3.96 -4.46 -7.61  C51 1.090
67 O -2.92 -6.68 2.87  C88 1.267
68 H 1.39 -6.21 2.02  C52 1.090
69 H -8.81 4.02 0.38  C80 1.090
70 H 1.56 4.64 3.31  C82 1.090
71 H -0.99 5.45 -2.15  C90 1.090
72 C -2.44 -4.45 -5.37  O18 1.331, O54 1.301, O114 1.280
73 O 1.18 -0.43 -1.91  C50 1.421, C76 1.293
74 C 9.47 -0.89 5.35  H27 1.090, O57 1.435, H58 1.090, H97 1.090
75 O -6.05 3.80 0.35  C113 1.247
76 C 0.07 0.17 -1.61  O42 1.328, O73 1.293, O119 1.263
77 O 1.40 5.62 5.76  C48 1.230
78 H -3.38 -9.09 0.76  C9 1.090
79 H -0.35 6.05 8.10  C33 1.090
80 C -8.79 2.96 0.11  H7 1.090, O65 1.436, H69 1.090, H99 1.090
81 O 2.28 -3.38 4.57  C36 1.358, C93 1.483
82 C 0.51 4.89 3.16  H6 1.090, H70 1.090, H111 1.090, O120 1.402
83 H -2.52 0.93 -1.81  C87 1.090
84 H 2.48 -1.57 5.67  C93 1.090
85 H -9.29 3.78 -9.43  C11 1.090
86 C -6.66 2.95 -5.19  O37 1.413, H41 1.090, H44 1.090, H46 1.090
87 C -2.19 -0.01 -2.24  H1 1.090, O42 1.423, H43 1.090, H83 1.090
88 C -2.60 -6.36 1.69  O67 1.267, O91 1.326, O100 1.344
89 O 2.81 -3.72 2.34  C36 1.215
90 C -1.66 6.28 -2.41  H4 1.090, H71 1.090, O94 1.433, H110 1.090
91 O -2.29 -7.19 0.71  C9 1.397, C88 1.326
92 H -1.46 -3.66 -2.99  C17 1.090
93 C 2.47 -1.91 4.64  H49 1.090, H64 1.090, O81 1.483, H84 1.090
94 O -1.46 7.32 -1.45  C13 1.300, C90 1.433
95 H 6.54 1.79 2.35  C104 1.090
96 C 8.14 -3.22 0.22  H56 1.090, O103 1.402, H108 1.090, H109 1.090
97 H 10.38 -0.31 5.22  C74 1.090
98 C -4.41 2.01 1.77  H59 1.090, H106 1.090, O116 1.422, H118 1.090
99 H -9.71 2.42 0.37  C80 1.090
100 O -2.33 -5.09 1.33  C88 1.344, C101 1.443
101 C -2.44 -3.93 2.17  H5 1.090, H16 1.090, H38 1.090, O100 1.443
102 H -2.09 11.22 -0.96  C25 1.090
103 O 8.86 -4.26 -0.39  C34 1.320, C96 1.402
104 C 6.28 2.13 3.35  O12 1.421, H19 1.090, H29 1.090, H95 1.090
105 O -8.89 3.32 -6.87  C15 1.242
106 H -3.75 1.17 1.99  C98 1.090
107 H 2.62 0.83 -1.34  C50 1.090
108 H 8.73 -2.31 0.30  C96 1.090
109 H 7.80 -3.54 1.21  C96 1.090
110 H -2.67 5.90 -2.26  C90 1.090
111 H 0.45 5.93 2.84  C82 1.090
112 H 0.00 -3.88 -3.89  C17 1.090
113 C -6.50 2.77 0.90  O65 1.364, O75 1.247, O116 1.393
114 O -2.46 -3.21 -5.69  C72 1.280
115 H -0.45 10.93 -1.45  C25 1.090
116 O -5.80 1.77 1.57  C98 1.422, C113 1.393
117 O -7.39 3.35 -8.61  C11 1.467, C15 1.320
118 H -4.05 2.52 0.88  C98 1.090
119 O -0.28 0.89 -0.64  C76 1.263
120 O -0.12 4.48 4.34  C48 1.389, C82 1.402

Summary:
ΔE to the lowest compared entry with this formula, charge and spin (eV): 5.846
HOMO energy (eV): -10.53

Atom charges from the Mulliken analysis, given in e for atoms 1 to 4: 0.294, 0.299, -0.288, 0.324

---

No. 2
C30H60O30 | the ωB97M-V functional and the def2-TZVPD basis

Bonds (Å) are listed after each position.
Positions of all 120 atoms, in Å:
1 C 1.25 -3.12 -2.93  H27 1.088, H66 1.087, O80 1.429, H117 1.099
2 C -4.66 0.82 3.69  H22 1.090, O52 1.420, H56 1.083, H61 1.098
3 O -3.30 -5.52 -2.12  C99 1.420, C102 1.331
4 H 9.75 -7.73 1.02  C32 1.082
5 C 2.26 4.58 -0.70  H25 1.088, H79 1.084, H92 1.089, O112 1.401
6 O 0.66 -0.50 4.99  C43 1.427, C74 1.327
7 H -3.49 0.12 -8.49  C29 1.088
8 H 2.05 0.70 5.85  C43 1.085
9 O -0.99 0.39 3.70  C74 1.204
10 H -1.81 -1.56 2.23  C113 1.082
11 O -2.97 4.16 0.04  C54 1.327, C87 1.409
12 H -3.47 -2.08 -0.50  C85 1.087
13 H -2.32 -0.28 -2.68  C57 1.091
14 H -2.19 -3.08 3.11  C113 1.083
15 C 3.76 2.98 0.22  O46 1.198, O86 1.318, O112 1.357
16 O -1.83 5.87 -0.50  C54 1.325, C83 1.429
17 H -0.94 5.59 4.39  C100 1.091
18 O 8.39 -4.27 0.39  C21 1.197
19 C -5.81 -0.25 -0.74  H28 1.089, H41 1.091, O65 1.417, H106 1.089
20 H -0.96 5.91 2.67  C100 1.077
21 C 7.77 -5.29 0.38  O18 1.197, O49 1.322, O105 1.334
22 H -3.66 1.17 3.40  C2 1.090
23 H 0.61 2.18 2.63  C72 1.087
24 H 2.74 -2.03 3.07  C110 1.087
25 H 1.79 4.79 -1.66  C5 1.088
26 H 9.93 -6.05 1.71  C32 1.087
27 H 1.53 -3.56 -1.98  C1 1.088
28 H -4.86 -0.01 -1.22  C19 1.089
29 C -3.11 -0.73 -7.91  H7 1.088, H42 1.085, H91 1.087, O96 1.430
30 H 0.37 0.98 6.41  C43 1.088
31 O 0.33 -0.92 0.41  C67 1.428, C107 1.303
32 C 9.57 -6.68 0.89  H4 1.082, H26 1.087, O49 1.433, H59 1.091
33 C -5.09 0.08 1.51  O52 1.340, O53 1.205, O65 1.341
34 H 5.74 -3.45 0.27  C94 1.092
35 H -4.15 2.80 0.98  C87 1.088
36 O 0.86 6.26 3.69  C77 1.322, C100 1.428
37 H 0.19 6.37 -0.28  C83 1.092
38 C 4.97 1.06 0.91  H51 1.083, H60 1.086, O86 1.431, H111 1.090
39 H -0.82 7.30 3.75  C100 1.085
40 H -1.47 -0.14 -0.06  C67 1.079
41 H -5.96 -1.33 -0.69  C19 1.091
42 H -2.21 -1.12 -8.37  C29 1.085
43 C 1.01 0.76 5.56  O6 1.427, H8 1.085, H30 1.088, H119 1.087
44 O -4.58 -3.69 -1.78  C102 1.200
45 H 1.06 1.92 -2.41  C84 1.102
46 O 4.15 3.74 1.06  C15 1.198
47 H 6.47 -3.79 -1.25  C94 1.100
48 H 0.85 1.68 -4.09  C84 1.088
49 O 8.15 -6.49 0.77  C21 1.322, C32 1.433
50 O -0.76 3.92 -0.01  C54 1.193
51 H 4.65 0.03 0.92  C38 1.083
52 O -5.58 0.62 2.63  C2 1.420, C33 1.340
53 O -4.01 -0.44 1.41  C33 1.205
54 C -1.73 4.59 -0.16  O11 1.327, O16 1.325, O50 1.193
55 H -0.23 1.07 -0.06  C67 1.092
56 H -5.07 1.42 4.49  C2 1.083
57 C -3.17 -0.03 -3.31  H13 1.091, H71 1.089, O90 1.416, H93 1.093
58 H -2.40 -2.75 0.66  C85 1.088
59 H 10.05 -6.35 -0.03  C32 1.091
60 H 4.91 1.54 1.88  C38 1.086
61 H -4.44 -0.16 4.13  C2 1.098
62 O 0.88 4.13 3.23  C72 1.411, C77 1.338
63 H -3.27 2.12 -0.36  C87 1.093
64 H -0.57 2.05 -3.05  C84 1.089
65 O -5.99 0.32 0.54  C19 1.417, C33 1.341
66 H 2.08 -2.97 -3.62  C1 1.087
67 C -0.59 0.18 0.46  O31 1.428, H40 1.079, H55 1.092, H108 1.085
68 H 2.32 2.60 2.89  C72 1.088
69 H 1.42 3.06 1.49  C72 1.090
70 O 1.21 -0.75 -4.46  C95 1.178
71 H -3.76 0.73 -2.80  C57 1.089
72 C 1.35 2.97 2.57  H23 1.087, O62 1.411, H68 1.088, H69 1.090
73 O -0.77 -1.81 4.05  C74 1.330, C113 1.432
74 C -0.41 -0.54 4.21  O6 1.327, O9 1.204, O73 1.330
75 H -0.79 7.55 -1.04  C83 1.085
76 H -4.80 -6.96 -2.10  C99 1.087
77 C 1.61 5.25 3.30  O36 1.322, O62 1.338, O104 1.176
78 H -2.40 2.44 1.12  C87 1.092
79 H 1.49 4.79 0.04  C5 1.084
80 O 0.42 -1.97 -2.76  C1 1.429, C95 1.332
81 O 1.83 -2.16 1.26  C107 1.308, C110 1.442
82 C -3.45 -0.19 -5.61  O90 1.343, O96 1.315, O97 1.194
83 C -0.63 6.48 -0.99  O16 1.429, H37 1.092, H75 1.085, H88 1.087
84 C 0.36 1.48 -3.14  H45 1.102, H48 1.088, H64 1.089, O120 1.434
85 C -2.50 -2.57 -0.41  H12 1.087, H58 1.088, H115 1.082, O116 1.435
86 O 4.11 1.74 -0.02  C15 1.318, C38 1.431
87 C -3.19 2.83 0.47  O11 1.409, H35 1.088, H63 1.093, H78 1.092
88 H -0.36 6.03 -1.94  C83 1.087
89 H -5.14 -5.60 -3.21  C99 1.087
90 O -2.75 0.36 -4.60  C57 1.416, C82 1.343
91 H -3.86 -1.51 -7.81  C29 1.087
92 H 3.06 5.29 -0.56  C5 1.089
93 H -3.77 -0.94 -3.32  C57 1.093
94 C 5.86 -4.26 -0.46  H34 1.092, H47 1.100, H101 1.086, O105 1.410
95 C 0.74 -0.84 -3.38  O70 1.178, O80 1.332, O120 1.328
96 O -2.65 -0.25 -6.65  C29 1.430, C82 1.315
97 O -4.59 -0.53 -5.55  C82 1.194
98 H 3.33 -3.35 1.91  C110 1.083
99 C -4.37 -6.21 -2.75  O3 1.420, H76 1.087, H89 1.087, H109 1.093
100 C -0.57 6.26 3.61  H17 1.091, H20 1.077, O36 1.428, H39 1.085
101 H 4.92 -4.48 -0.96  C94 1.086
102 C -3.56 -4.31 -1.63  O3 1.331, O44 1.200, O116 1.324
103 H 3.82 -1.69 1.69  C110 1.089
104 O 2.78 5.30 3.14  C77 1.176
105 O 6.50 -5.43 -0.02  C21 1.334, C94 1.410
106 H -6.54 0.13 -1.45  C19 1.089
107 C 1.39 -0.93 1.17  O31 1.303, O81 1.308, O114 1.191
108 H -0.62 0.40 1.52  C67 1.085
109 H -3.90 -6.72 -3.60  C99 1.093
110 C 3.02 -2.32 2.06  H24 1.087, O81 1.442, H98 1.083, H103 1.089
111 H 5.98 1.10 0.49  C38 1.090
112 O 2.76 3.27 -0.66  C5 1.401, C15 1.357
113 C -1.90 -2.04 3.19  H10 1.082, H14 1.083, O73 1.432, H118 1.094
114 O 1.83 0.03 1.72  C107 1.191
115 H -1.66 -1.97 -0.74  C85 1.082
116 O -2.55 -3.92 -0.87  C85 1.435, C102 1.324
117 H 0.59 -3.87 -3.39  C1 1.099
118 H -2.70 -1.54 3.73  C113 1.094
119 H 0.94 1.58 4.85  C43 1.087
120 O 0.18 0.13 -2.67  C84 1.434, C95 1.328

Summary:
ΔE to the lowest compared entry with this formula, charge and spin (eV): 1.633
HOMO energy (eV): -10.28

Atom charges from the Mulliken analysis, given in e for atoms 1 to 4: -0.892, -0.493, -0.337, 0.219

---

> Number 1 is which compound?

C30H60O30

---

> Among the records above, which one has the highest HOMO energy?

number 2

---

> Look up the HOMO energy of the second one.

-10.28 eV

---

> Which of these has the highest HOMO energy?

number 2